1.
Formula: C5H9N
Source: the OMol25 dataset
Level of theory: ωB97M-V/def2-TZVPD

ΔE to the lowest compared entry with this formula, charge and spin ... 318.4 kJ/mol
Charge ... 0
HOMO energy ... -6.61 eV
Multiplicity ... 1

Each line ends with the natural charge from an NBO analysis.
Atoms and positions in Å:
C1 0.128 0.261 1.644  -0.419
C2 0.715 1.337 0.774  -0.428
C3 -0.435 0.523 0.282  -0.065
N1 -0.253 -0.493 -0.756  -0.232
C4 0.686 -0.269 -1.676  -0.371
C5 -1.086 -1.528 -0.673  -0.377
H1 0.715 -0.645 1.764  0.230
H2 -0.471 0.539 2.505  0.221
H3 0.514 2.377 1.013  0.222
H4 1.692 1.144 0.345  0.236
H5 -1.412 0.989 0.211  0.226
H6 1.085 0.727 -1.782  0.191
H7 0.854 -1.035 -2.419  0.188
H8 -1.625 -1.682 0.250  0.190
H9 -1.108 -2.245 -1.482  0.189

Atomic forces in eV per Å
-0.0172 -0.1068 0.1537
0.1221 0.1570 -0.0553
-0.1103 0.0991 0.0547
0.0223 -0.0610 -0.0636
-0.1120 -0.0236 -0.0846
0.0669 -0.0591 -0.0121
-0.1040 0.1320 -0.0542
0.0849 -0.0420 -0.1463
0.0197 -0.1719 -0.0385
-0.1587 0.0152 0.0895
0.1520 -0.0598 0.0095
-0.0309 -0.1371 0.0878
-0.0466 0.0889 0.0560
0.0487 0.0888 -0.1129
0.0631 0.0804 0.1165


2.
Formula: C5H9N
Source: the OMol25 dataset
Level of theory: ωB97M-V/def2-TZVPD

ΔE to the lowest compared entry with this formula, charge and spin ... 184.5 kJ/mol
Charge ... 0
SMILES string ... C=CC(=C)CN
HOMO energy ... -9.00 eV
Multiplicity ... 1

Each line ends with the natural charge from an NBO analysis.
Atoms and positions in Å:
C1 -1.474 -1.363 0.060  -0.393
C2 -1.334 -0.073 -0.189  -0.205
C3 -0.140 0.709 -0.127  -0.069
C4 -0.260 2.012 -0.213  -0.330
C5 1.187 0.171 0.384  -0.243
N1 1.636 -0.901 -0.594  -0.825
H1 -0.604 -1.967 0.347  0.178
H2 -2.487 -1.855 0.120  0.211
H3 -2.298 0.474 -0.462  0.206
H4 -1.218 2.425 -0.440  0.192
H5 0.600 2.652 -0.022  0.196
H6 1.140 -0.184 1.489  0.182
H7 1.955 1.030 0.435  0.202
H8 0.921 -1.697 -0.635  0.350
H9 2.379 -1.435 -0.152  0.347

Atomic forces in eV per Å
-0.6554 -1.2671 0.7577
-2.5496 -0.1298 -0.8645
1.3922 0.1181 1.6132
0.4825 1.1559 -0.1672
0.7008 -0.6329 0.2290
-0.9053 -1.2126 1.1441
-0.5913 0.0728 -0.0275
1.3225 0.5888 -0.2789
1.4889 -0.5064 0.3631
-0.3441 0.5549 -0.1794
-0.3658 0.0760 -0.1849
-0.3323 0.2909 -1.7288
-1.0887 -1.4270 -0.4943
0.8892 1.9574 -0.1127
0.5564 0.3612 -0.0689


3.
Formula: C5H9N
Source: the OMol25 dataset
Level of theory: ωB97M-V/def2-TZVPD

ΔE to the lowest compared entry with this formula, charge and spin ... 219.3 kJ/mol
Charge ... 0
SMILES string ... C#CC[C@@H](C)N
HOMO energy ... -9.58 eV
Multiplicity ... 1

Each line ends with the natural charge from an NBO analysis.
Atoms and positions in Å:
C1 -1.094 -2.550 -0.564  -0.244
C2 -0.941 -1.432 -0.104  -0.003
C3 -0.734 -0.126 0.527  -0.490
C4 0.305 0.712 -0.168  -0.040
C5 0.211 2.200 0.106  -0.620
N1 1.669 0.141 0.080  -0.826
H1 -1.177 -3.497 -1.121  0.245
H2 -0.497 -0.149 1.596  0.230
H3 -1.648 0.471 0.530  0.231
H4 0.107 0.566 -1.232  0.190
H5 -0.734 2.622 -0.252  0.214
H6 0.307 2.366 1.189  0.199
H7 1.072 2.673 -0.433  0.214
H8 2.378 0.526 -0.641  0.359
H9 2.022 0.613 1.028  0.339

Atomic forces in eV per Å
0.2352 0.8910 -0.2523
-0.1888 -1.8164 -0.0382
-0.4928 0.5878 0.6145
1.2098 -0.3986 -1.2972
0.6638 0.0446 -0.0299
1.6674 2.4125 1.2850
0.0323 1.1114 0.8238
0.1584 -0.6376 -0.0245
-0.3184 -0.2570 -0.2987
0.1903 0.0388 -0.1410
0.1730 0.0089 0.0917
0.0158 0.2501 -0.2336
-0.8141 -0.0784 0.5701
-1.6642 -0.7323 1.4301
-0.8677 -1.4247 -2.5000


4.
Formula: C5H9N
Source: the OMol25 dataset
Level of theory: ωB97M-V/def2-TZVPD

ΔE to the lowest compared entry with this formula, charge and spin ... 298.8 kJ/mol
Charge ... 0
SMILES string ... C=C/C=C/NC
HOMO energy ... -7.69 eV
Multiplicity ... 1

Each line ends with the natural charge from an NBO analysis.
Atoms and positions in Å:
C1 -2.027 -1.530 -2.152  -0.449
C2 -1.436 -1.229 -1.003  -0.187
C3 -0.892 0.088 -0.627  -0.336
C4 0.042 0.084 0.403  0.049
N1 1.245 0.912 0.412  -0.604
C5 2.009 1.058 1.816  -0.447
H1 -2.705 -2.380 -2.387  0.216
H2 -2.059 -0.609 -2.773  0.186
H3 -1.484 -1.834 -0.087  0.194
H4 -0.863 0.971 -1.358  0.205
H5 0.130 -0.593 1.371  0.196
H6 1.062 1.856 0.121  0.367
H7 1.592 0.841 2.809  0.206
H8 2.485 2.038 1.736  0.206
H9 2.901 0.329 1.718  0.200

Atomic forces in eV per Å
-0.8576 1.2293 -0.4708
-1.3146 0.5479 1.9552
2.5079 0.1581 0.4307
1.2985 0.3670 0.5393
-1.1932 -0.4782 3.4244
1.7589 -1.5446 -2.8139
1.1115 0.5764 0.2756
-0.1484 -1.1175 -0.3860
0.1788 -0.5294 -0.6571
0.0421 -1.5044 0.9322
-0.6957 0.6771 -2.6676
-0.1680 0.2899 -0.5135
-0.8165 0.3467 -0.6991
-0.3047 -0.0080 0.4656
-1.3991 0.9896 0.1850